<1>
Computed, not measured: C8H16Cl8 as an isolated structure, with wB97M-V/def2-TZVPD.

Last column: Mulliken charge in e.
Atoms and positions in Å:
Cl -0.01959 -1.08625 -4.46373  -0.2216
C -1.03563 -0.67500 -3.05257  -0.6493
C -0.22572 -0.84498 -1.77826  0.8874
Cl 1.25534 0.18858 -1.69544  -0.0361
H -1.91019 -1.32534 -3.03529  0.3640
H -1.48772 0.30265 -3.21964  0.3698
H 0.15758 -1.84686 -1.58482  0.3935
H -0.81184 -0.51908 -0.91899  -1.0035
Cl 2.98164 0.62458 2.53608  -0.2153
C 3.01939 1.60516 1.08774  -0.3461
C 2.09700 0.82187 0.03588  -0.6385
Cl 1.88972 1.92807 -1.36252  -0.2549
H 3.97241 1.73521 0.57497  0.3564
H 2.59232 2.55570 1.40739  0.2990
H 1.12445 0.42183 0.32262  -1.7903
H 2.63597 -0.09144 -0.21605  0.4958
Cl 1.24206 -2.52966 -0.72798  -0.1792
C -0.05008 -2.38538 0.42492  -0.6198
C 0.02227 -1.06168 1.21388  0.1459
Cl 1.49759 -1.18252 2.30154  -0.2072
H -0.00679 -3.31166 0.99784  0.5798
H -0.98026 -2.45880 -0.13853  0.4891
H -0.77863 -0.85519 1.92382  0.5722
H 0.12381 -0.16941 0.59611  1.1115
Cl -1.90729 -0.69889 0.20174  -0.2265
C -2.27316 0.56356 1.39683  -0.5375
C -2.15260 1.95756 0.74989  -0.3147
Cl -1.88207 3.15372 2.07237  -0.1971
H -1.48547 0.45474 2.14235  0.3097
H -3.22401 0.48351 1.92370  0.5443
H -3.06142 2.27114 0.23626  0.3705
H -1.31894 1.97436 0.04788  0.1489

Values from the calculation:
- Net charge: 0
- HOMO-LUMO gap: 7.15 eV
- Spin multiplicity: 1

***

<2>
Computed, not measured: a 4-piece molecular cluster, C8H16Cl8 overall, with wB97M-V/def2-TZVPD.

Last column: Mulliken charge in e.
Atoms and positions in Å:
Cl -0.22639 -1.38071 -5.46526  -0.1955
C -1.24243 -0.96946 -4.05410  -0.3748
C -0.43252 -1.13944 -2.77979  -0.0315
Cl 1.04854 -0.10588 -2.69697  -0.1416
H -2.11699 -1.61980 -4.03682  0.3115
H -1.69452 0.00819 -4.22117  0.3365
H -0.04922 -2.14132 -2.58635  0.2034
H -1.01864 -0.81354 -1.92052  -0.1156
Cl 4.01178 1.11148 2.75852  -0.1770
C 4.04953 2.09206 1.31018  -0.4276
C 3.12714 1.30877 0.25832  -0.3022
Cl 2.91986 2.41497 -1.14008  -0.2125
H 5.00255 2.22211 0.79741  0.3252
H 3.62246 3.04260 1.62983  0.2982
H 2.15459 0.90873 0.54506  0.1460
H 3.66611 0.39546 0.00639  0.3408
Cl 1.29632 -3.23734 -0.39370  -0.1685
C 0.00418 -3.09306 0.75920  -0.3820
C 0.07653 -1.76936 1.54816  -0.2416
Cl 1.55185 -1.89020 2.63582  -0.1906
H 0.04747 -4.01934 1.33212  0.3879
H -0.92600 -3.16648 0.19575  0.2365
H -0.72437 -1.56287 2.25810  0.2389
H 0.17807 -0.87709 0.93039  0.1362
Cl -2.78489 -0.18366 0.64655  -0.1557
C -3.15076 1.07880 1.84164  -0.4936
C -3.03020 2.47279 1.19470  -0.4112
Cl -2.75967 3.66895 2.51718  -0.1978
H -2.36307 0.96997 2.58716  0.2802
H -4.10161 0.99875 2.36851  0.3703
H -3.93902 2.78638 0.68107  0.3021
H -2.19654 2.48960 0.49269  0.3058

Values from the calculation:
- Structure (SMILES): ClCCCl.ClCCCl.ClCCCl.ClCCCl
- Net charge: 0
- HOMO-LUMO gap: 10.68 eV
- Spin multiplicity: 1

***

Verdict on stability: <1> comes out at the bottom.

***

<1>
Computed, not measured: one molecule with the formula C5H11NO2, with wB97M-V/def2-TZVPD.

Last column: Mulliken charge in e.
Atoms and positions in Å:
O -1.06496 -0.84073 -1.44082  -0.6926
C -1.60098 -0.24197 -0.50987  1.4068
O -2.79390 0.43845 -0.87399  -0.5195
C -1.49983 -0.53067 0.84319  -1.2140
C -0.61408 0.99882 0.22910  -0.7884
C 0.86505 0.81057 0.60628  -0.7648
C 1.98351 -1.09961 -0.48883  -0.8904
N 1.70856 0.33864 -0.43990  -0.2739
H -3.19481 -0.26118 -1.40693  0.3506
H -2.23307 -0.13337 1.53256  0.3077
H -0.75698 -1.18444 1.26806  0.3706
H -1.12601 1.64796 0.94156  0.4289
H -0.59475 1.58689 -0.67597  0.3985
H 0.92788 0.16979 1.50003  0.2918
H 1.27735 1.76084 0.94271  0.4456
H 1.04149 -1.60030 -0.65900  0.2548
H 2.42404 -1.43987 0.45613  0.3003
H 2.67935 -1.26225 -1.29956  0.3383
H 2.57213 0.84244 -0.52477  0.2497

Values from the calculation:
- Net charge: 0
- HOMO-LUMO gap: 9.16 eV
- Spin multiplicity: 1

***

<2>
Computed, not measured: a 2-piece molecular cluster, C5H11NO2 overall, with wB97M-V/def2-TZVPD.

Last column: Mulliken charge in e.
Atoms and positions in Å:
C -0.77706 -1.77445 1.82647  -0.8732
C 0.42899 -1.38773 1.35120  -0.1003
C 0.59249 -0.60179 0.10881  -0.2632
C 1.09349 0.87720 0.20593  -0.6802
C -0.10341 1.76641 -0.24095  0.3562
N -1.34323 1.68539 0.47382  -0.3746
O 0.00145 2.66991 -1.07442  -0.5903
H -1.02321 -2.43147 2.56610  0.3788
H -1.68996 -1.60366 1.21288  0.2276
H 1.33481 -1.29276 1.92487  0.3694
H 1.18328 -1.14040 -0.58293  -0.0897
H -0.50892 -0.45818 -0.28772  0.3809
H 1.26965 0.96899 1.24912  0.3694
H 1.94414 1.14463 -0.38727  0.3569
H -1.16508 1.55681 1.50122  0.2419
H -2.06353 2.12315 0.04824  0.1844
O 0.27082 -2.61384 -2.23729  -0.6298
H 1.04485 -2.08693 -1.88042  0.3803
H -0.50856 -2.30433 -1.69595  0.3557

Values from the calculation:
- Structure (SMILES): C=CCCC(N)=O.O
- Net charge: 0
- HOMO-LUMO gap: 10.49 eV
- Spin multiplicity: 1

***

Verdict on stability: <1> comes out at the bottom.

***

<1>
Computed, not measured: a 2-piece molecular cluster, C5H11NO2 overall, with wB97M-V/def2-TZVPD.

Last column: Mulliken charge in e.
Atoms and positions in Å:
C 0.52678 -0.63058 2.01722  -1.1852
C -0.63791 -0.22973 1.18181  0.0992
C -0.68018 0.93372 0.44310  -0.4161
N -1.90562 1.53634 0.10895  -0.6333
H 0.49082 -1.69557 2.25537  0.3212
H 1.47585 -0.41677 1.52231  0.3000
H 0.50428 -0.07006 2.95818  0.3144
H -1.55106 -0.80089 1.30988  0.2607
H 0.12745 1.65254 0.56683  0.4099
H -1.79194 2.14227 -0.70173  0.2976
H -2.59260 0.83529 -0.16007  0.2864
C 1.46293 -0.01632 -1.50103  -1.1683
C -0.04376 -0.11865 -1.47762  0.9601
O -0.73814 0.31894 -2.37758  -0.5519
O -0.46166 -1.45179 -0.86795  -0.5793
H 1.74740 1.01731 -1.29681  0.2999
H 1.95653 -0.65105 -0.76487  0.3365
H 1.82897 -0.29416 -2.49292  0.3439
H 0.28184 -2.06084 -0.72308  0.3042

Values from the calculation:
- Structure (SMILES): C/C=C/N.CC(=O)O
- Net charge: 0
- HOMO-LUMO gap: 8.16 eV
- Spin multiplicity: 1

***

<2>
Computed, not measured: a 2-piece molecular cluster, C5H11NO2 overall, with wB97M-V/def2-TZVPD.

Last column: Mulliken charge in e.
Atoms and positions in Å:
C 1.08085 -0.11230 -0.13413  1.2549
C -0.34102 0.03383 -0.54629  -1.0558
C 1.47263 -0.48977 1.26305  -1.5803
C -2.84157 -0.14453 -0.28409  -1.3128
C -1.47615 -0.23500 0.37261  0.9077
N 1.91851 -0.56645 -1.10281  -0.4811
O 1.23517 1.80659 -0.17543  -0.8186
O -1.37291 -0.42586 1.56985  -0.5837
H 1.22056 2.24924 0.68255  0.2736
H 2.90574 -0.53177 -0.89182  0.2632
H 1.71517 -0.27585 -2.04848  0.2186
H -0.15412 1.23020 -0.62328  0.4454
H -0.52291 -0.36713 -1.54337  0.3225
H 2.54519 -0.35436 1.40354  0.4879
H 1.21248 -1.53762 1.42851  0.3227
H 0.93302 0.10792 1.98807  0.3259
H -2.97355 -0.98208 -0.97328  0.3249
H -2.93793 0.77704 -0.86098  0.3316
H -3.61916 -0.18210 0.47577  0.3535

Values from the calculation:
- Net charge: 0
- HOMO-LUMO gap: 9.86 eV
- Spin multiplicity: 1

***

Verdict on stability: <1> comes out at the bottom.

***

<1>
Computed, not measured: one molecule with the formula C5H11NO2, with wB97M-V/def2-TZVPD.

Last column: Mulliken charge in e.
Atoms and positions in Å:
N 1.59599 2.44672 0.72779  -0.6736
O 1.79602 1.31670 -0.11039  -0.2799
C 0.75816 0.42184 0.28415  0.4090
C 0.99346 -0.90708 -0.43431  -0.7120
C -0.29330 -1.56051 -0.89993  -0.5585
C -1.49229 -1.19986 0.03075  -0.5798
C -1.58437 0.27171 0.35250  -0.5031
O -0.43919 1.02907 -0.18069  -0.3905
H 0.95833 3.07643 0.15850  0.2178
H 2.45110 2.98487 0.62835  0.2708
H 0.77120 0.27487 1.39580  0.3438
H 1.59404 -0.69434 -1.30981  0.3008
H 1.59498 -1.55407 0.22418  0.2874
H -0.53691 -1.20968 -1.91110  0.2973
H -0.10166 -2.62870 -0.91444  0.3380
H -2.48391 -1.55912 -0.32163  0.3403
H -1.42785 -1.72094 1.00481  0.2929
H -2.41956 0.77510 -0.14967  0.3084
H -1.73424 0.43697 1.42514  0.2909

Values from the calculation:
- Structure (SMILES): NO[C@@H]1CCCCO1
- Net charge: 0
- HOMO-LUMO gap: 10.66 eV
- Spin multiplicity: 1

***

<2>
Computed, not measured: C5H11NO2 as an isolated structure, with wB97M-V/def2-TZVPD.

Last column: Mulliken charge in e.
Atoms and positions in Å:
C -0.29236 -1.32696 -0.31127  0.0877
C 1.45444 -0.01414 1.57562  -0.8320
C -1.78542 -1.19484 -0.29382  -1.1937
N 0.25248 0.24431 0.78331  -0.1647
C 0.27140 1.07679 -0.19761  0.6796
C 0.22313 1.47078 -1.44813  -0.9272
O 0.52372 2.51476 1.02516  -0.7279
O 0.28944 -1.61406 -1.50814  -0.4960
H -0.26613 2.51725 1.58196  0.2549
H -0.21175 -1.21362 -2.23137  0.3783
H 0.12521 -2.02174 0.41319  0.3811
H 1.47195 0.66961 2.41858  0.2847
H 2.37550 0.08702 1.00038  0.3330
H 1.39680 -1.02910 1.98030  0.3516
H -2.10911 -0.36329 -0.92204  0.3268
H -2.24032 -2.11930 -0.66382  0.3858
H -2.12717 -1.01618 0.72181  0.3496
H 0.40935 0.80314 -2.27406  0.2372
H 0.23883 2.52958 -1.65005  0.2911

Values from the calculation:
- Net charge: 0
- HOMO-LUMO gap (alpha / beta): 8.80 / 8.80 eV
- Spin multiplicity: 1

***

<3>
Computed, not measured: one molecule with the formula C5H11NO2, with wB97M-V/def2-TZVPD.

Last column: Mulliken charge in e.
Atoms and positions in Å:
C 1.81003 -1.52743 -0.49808  -0.9024
N 0.58768 -1.00350 -1.08333  -0.2615
C -2.75295 -0.40530 -0.24034  -0.9700
C -1.40756 -0.73471 0.30079  -0.5499
C -0.24984 -0.07408 -0.26104  0.1094
C 0.76725 0.88667 0.59354  0.2282
O 1.45894 1.53455 -0.27096  -0.5789
O -0.06203 1.63501 1.49866  -0.5438
H 2.26091 -2.27869 -1.16917  0.3359
H 2.47356 -0.66573 -0.43521  0.3348
H 1.78201 -2.10293 0.45484  0.2677
H -0.07927 -1.66768 -1.45702  0.3043
H -2.89725 -0.85417 -1.22590  0.3130
H -3.53197 -0.81982 0.41314  0.3758
H -3.02762 0.65790 -0.32730  0.3230
H -1.46507 -1.26652 1.25277  0.3568
H -0.91743 1.25077 1.33259  0.3008
H -0.53719 0.69679 -0.99551  0.2236
H 1.38670 0.19029 1.20985  0.3333

Values from the calculation:
- Net charge: 0
- HOMO-LUMO gap: 6.23 eV
- Spin multiplicity: 1

***

<4>
Computed, not measured: a 2-piece molecular cluster, C5H11NO2 overall, with wB97M-V/def2-TZVPD.

Last column: Mulliken charge in e.
Atoms and positions in Å:
N 2.40946 -0.59173 0.11729  -0.6545
C 1.03393 -0.79279 0.50262  0.7548
O 0.82973 -1.74865 1.52313  -0.5341
C 0.17401 -1.02668 -0.70948  -0.1484
O 0.60982 -0.40701 -1.87771  -0.5304
H 2.95587 -0.20006 0.87387  0.2284
H 2.84014 -1.46575 -0.17396  0.2020
H 0.63506 0.19210 0.95723  -0.3756
H 0.91478 -2.63579 1.15245  0.3414
H -0.82445 -0.46465 -0.41314  -0.0739
H 0.02865 -2.10250 -0.90057  0.3098
H 1.50817 -0.07918 -1.71021  0.3751
C -0.71419 1.53641 1.32476  -0.0863
C -1.50123 1.29860 0.42565  -0.0264
C -2.47568 1.60004 -0.61965  -1.1243
H -0.24924 1.88057 2.20899  0.4195
H -3.30892 0.89876 -0.56021  0.2982
H -2.00542 1.49395 -1.59829  0.3093
H -2.86051 2.61436 -0.52277  0.3155

Values from the calculation:
- Structure (SMILES): N[C@H](O)CO.C#CC
- Net charge: 0
- HOMO-LUMO gap: 10.31 eV
- Spin multiplicity: 1

***

Verdict on stability: <3> comes out at the bottom.

***

<1>
Computed, not measured: one molecule with the formula C5H11NO2, with wB97M-V/def2-TZVPD.

Last column: Mulliken charge in e.
Atoms and positions in Å:
N -0.47324 -0.54296 2.55060  -0.8053
C 0.41192 -0.51428 1.34011  0.3673
C 1.61347 0.36889 1.43189  -0.1980
O 1.70204 1.49528 1.85326  -0.4504
C -0.25128 0.22557 0.15509  -0.6594
C -0.10589 -0.46292 -1.17686  -0.5915
C -0.35901 0.34709 -2.38344  -0.4695
O -1.72196 0.03407 -2.89555  -0.5328
H 0.05846 -0.77020 3.42425  0.2703
H -0.69987 0.52541 2.87112  0.2994
H 0.60051 -1.55523 1.18312  0.4246
H 2.61661 -0.28000 1.26552  0.2462
H -1.39677 0.14175 0.24517  0.2747
H 0.01484 1.33737 0.12010  0.3278
H 1.03558 -0.65066 -1.25518  0.2821
H -0.53124 -1.45906 -1.19806  0.3395
H 0.30557 0.17714 -3.30710  0.2767
H -0.61755 1.38583 -2.11394  0.2947
H -2.20217 0.19691 -2.11010  0.3033

Values from the calculation:
- Structure (SMILES): N[C@H](C=O)CCCO
- Net charge: 0
- HOMO-LUMO gap: 10.18 eV
- Spin multiplicity: 1

***

<2>
Computed, not measured: a 2-piece molecular cluster, C5H11NO2 overall, with wB97M-V/def2-TZVPD.

Last column: Mulliken charge in e.
Atoms and positions in Å:
C 0.25313 1.13313 1.28452  -1.0239
N 0.47417 0.26588 0.13021  -0.3344
C 0.67550 -1.14579 0.46939  -0.6878
C -0.62146 -1.77043 0.94711  0.6086
O -1.48571 -2.21007 0.23822  -0.5453
O -0.71559 -1.75948 2.29153  -0.4383
H 0.26072 2.16574 0.93954  0.3955
H -0.70881 0.89924 1.73881  0.3309
H 1.03110 1.01311 2.04705  0.2999
H 1.26133 0.64730 -0.49039  0.3901
H 0.98777 -1.66520 -0.43749  0.3727
H 1.43883 -1.26945 1.24804  0.3711
H -1.56335 -2.15338 2.55541  0.3459
C -0.61548 0.71671 -1.63958  -0.1910
C 0.39702 1.21103 -2.44762  -0.8588
H -1.35741 1.38764 -1.22316  0.2321
H -0.97066 -0.29757 -1.77146  0.2058
H 0.42028 2.26659 -2.68576  0.2508
H 0.83862 0.56502 -3.19437  0.2762

Values from the calculation:
- Structure (SMILES): CNCC(=O)O.C=C
- Net charge: 0
- HOMO-LUMO gap: 8.25 eV
- Spin multiplicity: 1

***

<3>
Computed, not measured: a 2-piece molecular cluster, C5H11NO2 overall, with wB97M-V/def2-TZVPD.

Last column: Mulliken charge in e.
Atoms and positions in Å:
H 0.17975 -0.78617 -2.65150  0.2670
N 0.70048 -1.43426 -2.06339  -0.6603
C 0.01020 -1.80118 -1.04654  0.2653
O -1.23734 -1.39082 -0.74090  -0.3124
C -1.81920 -0.28259 -1.43586  -0.7967
H 0.37474 -2.52909 -0.30541  0.3669
H -2.61107 0.13046 -0.80466  0.2167
H -2.26102 -0.63054 -2.37314  0.3286
H -1.08686 0.50983 -1.61773  0.3347
C -0.51851 1.46524 1.71740  -0.8139
C 0.04533 0.26763 1.90867  0.1271
O 1.23161 -0.21776 1.44276  -0.3133
C 2.06826 0.66114 0.69899  -0.7888
H -0.06098 2.25178 1.13154  0.2692
H -1.49047 1.67626 2.15294  0.2721
H -0.44767 -0.50613 2.48899  0.3481
H 2.83251 0.05594 0.20195  0.2409
H 2.57049 1.35976 1.37540  0.3561
H 1.51974 1.20050 -0.07954  0.2927

Values from the calculation:
- Structure (SMILES): [H]/N=C\OC.C=COC
- Net charge: 0
- HOMO-LUMO gap: 9.96 eV
- Spin multiplicity: 1

***

<4>
Computed, not measured: a 2-piece molecular cluster, C5H11NO2 overall, with wB97M-V/def2-TZVPD.

Last column: Mulliken charge in e.
Atoms and positions in Å:
H 0.93753 0.47820 2.24694  0.2617
N 1.59785 0.60163 1.48098  -0.7074
C 1.10920 1.02489 0.40268  0.5786
C 1.83871 1.33413 -0.85688  -0.9749
H -0.08909 1.17808 0.29326  0.1597
H 1.13376 1.43482 -1.68195  0.2301
H 2.37843 2.27615 -0.73708  0.3699
H 2.53047 0.51952 -1.07715  0.2304
C -2.26416 0.05648 0.62632  -0.8107
C -1.33112 0.19671 -0.31573  0.5515
O -1.61306 0.63830 -1.56082  -0.5040
O -0.12492 -0.91893 -0.60482  -0.3826
C 0.01928 -2.00018 0.27659  -0.7283
H -2.02534 -0.23030 1.64020  0.2578
H -3.30245 0.25663 0.38936  0.2581
H -1.02310 0.09911 -2.12251  0.3961
H -0.14112 -2.95031 -0.24527  0.2575
H -0.66258 -1.98113 1.13817  0.2804
H 1.03172 -2.01380 0.70773  0.2765

Values from the calculation:
- Structure (SMILES): [H]/N=C/C.C=C(O)OC
- Net charge: 0
- HOMO-LUMO gap: 9.20 eV
- Spin multiplicity: 1

***

Verdict on stability: <4> comes out at the bottom.